1.
The following is a DFT calculation (wB97M-V/def2-TZVPD) of C29H86N16O11 as an isolated structure.

Summary:
HOMO level ... -3.99 eV
Frontier orbital gap ... 3.92 eV

Last column: Löwdin charge in e.
Positions of all 142 atoms, in Å:
N 3.8727 3.1083 -0.9806  0.1775
H 3.4227 -7.1269 -0.2537  0.0784
C -3.3963 -1.3046 -1.4995  -0.0339
C 0.3404 -3.8404 -1.6246  -0.0779
H -2.7233 0.5182 -0.3006  0.0513
H -2.3278 2.5838 1.9014  -0.0877
H 3.3338 -0.0226 2.3966  0.1366
H -3.2853 -0.7680 -0.5572  0.0354
H 1.4478 2.5726 -0.2697  0.1157
O 1.6996 -0.2132 0.7826  -0.1877
C -1.2712 -0.9001 -5.8884  -0.3317
C -2.7526 1.5771 3.5777  -0.1021
C -1.4940 2.4171 4.0012  -0.2870
H -0.7512 4.7491 -1.1254  0.1307
C -0.2984 0.0709 -5.1707  -0.1467
H 4.9754 -3.8845 1.0173  0.1161
C -3.5518 -0.7327 5.4824  -0.0345
H 2.8358 -5.5782 -0.4828  0.0593
H 4.5132 3.8586 -1.1971  0.1308
H -0.2033 -1.6725 0.3521  0.1048
H 4.9949 -5.7003 -1.3835  0.1424
H -0.5287 1.1259 -5.3186  0.1278
H -2.0782 -0.4612 -4.1260  0.0139
H 3.1139 2.8765 -3.9489  0.1418
O -0.1541 -0.2492 -3.7564  -0.2277
H 0.2952 -4.9266 -1.7043  0.0782
C -1.6472 -0.4638 -7.2999  -0.0585
C 4.5280 0.6488 1.0517  -0.8247
H -3.4872 -0.0466 4.6379  0.0067
H -4.2896 0.9726 0.7961  0.1019
O -0.4103 2.9939 -2.6435  0.0608
H 2.7997 1.5295 1.5920  0.1229
H 0.1309 1.4093 -2.5324  0.0297
H -1.7243 3.4403 3.7040  0.1330
H -1.3098 -1.3409 1.4480  -0.0028
N 5.3015 -0.2258 1.5702  0.1456
C 3.4310 2.4080 -2.0195  -0.6450
C -1.9719 0.9571 0.3558  -0.0918
O 4.8543 1.2816 0.0968  0.0423
N -0.2763 3.9530 -0.7242  0.1965
O -2.2569 1.0996 -4.3145  0.0300
H -0.8583 5.9763 1.0274  0.1444
N -1.8219 1.4755 -2.2496  0.1315
C -1.6788 -2.3423 2.9427  -0.0644
H -0.8078 -1.4759 -0.9259  0.0160
H -2.9674 0.0236 -5.1799  0.0707
N -2.4422 -0.8196 -4.9974  -0.0720
H 0.8005 1.5919 1.2100  0.0823
H 1.5062 1.0789 -3.6023  0.1259
H -2.2744 -1.0777 -7.9463  0.0679
N -1.5436 5.2376 0.9585  0.1416
N -1.1429 2.2836 5.4060  0.0312
H -0.4281 1.8557 2.1724  0.0348
H -1.8517 -3.3905 2.6991  0.1164
H -0.7420 -0.2826 -7.8795  0.0670
H -4.2451 1.9271 -2.2152  0.1168
H -0.0164 -1.5236 -2.4710  0.1134
C -0.8998 -1.8732 -1.9367  -0.2268
H 6.1263 -0.5026 1.0573  0.1391
C -2.1948 -1.3067 -2.4303  -0.3912
H 0.8596 -3.5839 -0.7012  0.0711
H -4.1924 -0.3272 6.2656  0.0823
H -1.6640 -2.3902 -3.8605  0.0919
H -2.2395 0.4503 -7.3430  0.0737
N 1.0240 2.3446 -1.1577  0.1702
H 3.4399 -0.2252 -0.4454  0.0305
H 1.4340 1.6827 -1.8009  -0.0016
N -3.9001 1.3058 -2.9329  0.2030
C -4.3010 1.0590 1.8826  0.0278
H 0.1157 0.9843 3.5937  0.0637
N -1.0994 -1.2210 0.4675  0.0327
O -3.1112 1.7820 2.2169  -0.3111
H -2.6230 -1.8155 2.8044  0.0942
C 5.0864 -3.9596 -0.0645  -0.1775
C 0.5170 0.5395 1.2210  -0.1118
H 6.0961 -3.6996 -0.3821  0.1253
H -1.9637 2.6076 5.8973  0.1126
C -2.0553 -0.7403 5.9793  -0.3953
H 3.1619 -1.3458 -0.6523  0.0647
H -3.6555 1.8876 4.1035  0.1453
N 3.4175 0.7455 1.7460  0.1741
C 0.1083 3.1020 -1.5902  -0.7909
H -3.0494 -2.8550 -3.1196  0.0742
H 0.9933 -3.5542 -2.4492  0.0852
C -0.9216 -1.1050 4.9105  -0.1676
H 4.9226 -1.2726 -0.5348  0.1068
H 5.4616 -5.7671 1.4787  0.0587
H -1.1044 -1.9881 2.0867  0.0247
H 6.6808 -5.5348 0.4827  0.0596
H -3.5568 -2.3594 -1.2765  0.0864
H 4.1210 -1.7483 0.8474  0.0792
C -0.7460 0.1310 0.2685  -0.3047
C -0.2218 1.9577 3.2378  -0.0821
C -1.2123 4.1673 1.5063  -0.8823
C 2.4805 0.2889 -0.3872  -0.1526
H -3.8199 -1.7704 5.2840  0.0839
H 0.0924 -1.0380 5.3046  0.1273
C 4.0404 -1.8386 -0.2358  -0.1094
H 3.5430 2.7654 -0.0896  0.0993
H 3.3693 -6.0843 1.2039  0.0818
H -2.2747 1.1543 1.3842  0.0068
H 0.1453 3.9668 0.1935  0.0806
H -0.6576 0.4040 6.7781  0.0677
H -2.5215 0.5362 3.8041  0.0777
C 4.8825 -5.4621 -0.3258  -0.4298
N 3.6098 3.0773 -3.0923  0.2164
C 0.7306 0.6214 -2.9881  -0.0658
H 1.2809 0.0812 -2.2177  0.0714
H -4.5074 0.8825 -3.6201  0.1303
H -3.1405 3.9197 1.1935  0.1619
O -0.1443 4.0347 2.0359  0.0286
H -0.4350 2.9701 5.6244  0.1278
O 4.0058 -3.1972 -0.6963  -0.1452
H -2.0052 2.0401 0.2374  0.0976
H -4.2009 -0.8825 -2.1016  0.0754
C -2.6318 1.2457 -3.2463  -0.8034
N -2.2677 3.4995 1.4797  0.1763
O -1.0020 -3.2906 -1.8242  -0.1514
H -2.3482 5.2451 0.3481  0.1367
H 2.0647 -0.0668 -1.3299  0.0847
H 4.1787 3.9037 -2.9758  0.1194
H 0.6499 2.6107 3.2804  0.1044
N -1.6625 0.4367 6.6818  0.0186
N -2.5970 -2.0962 -3.6092  0.0025
H -2.1121 -1.5653 6.6894  0.1182
H -4.3637 0.0109 2.1750  0.1083
H 0.3073 0.2873 2.2605  0.0801
O 2.7453 1.3912 -2.0727  -0.1592
H -2.0455 -0.2476 -2.6401  0.0730
H -0.5125 0.2380 -0.7908  0.1150
H -1.7304 1.2027 6.0270  -0.0811
O -1.1700 -2.3303 4.2680  -0.1504
N 5.8277 -6.0656 0.5860  0.0108
H -0.7724 -1.8693 -5.8859  0.1282
H -2.1486 1.4541 -1.2942  0.0526
H 4.9229 -0.8282 2.2871  0.1214
H 2.6922 1.3538 -0.4830  0.0552
H -0.8587 1.2168 -2.4088  0.0320
H -4.9920 1.6365 2.4966  0.1176
C 3.5584 -6.1160 0.1309  -0.0523
H -0.9510 -0.3587 4.1166  0.0677
H 0.7043 -0.1714 -5.5227  0.1145

=====

2.
The following is a DFT calculation (wB97M-V/def2-TZVPD) of C34H53BrN2P2Pt as an isolated structure.

Summary:
Spin multiplicity ... 3
<S²> ... 2.10
Charge ... +2
HOMO level (spin up / spin down) ... -12.32 / -12.31 eV
Frontier orbital gap (spin up / spin down) ... 3.55 / 3.72 eV

Last column: Löwdin charge in e.
Positions of all 93 atoms, in Å:
H 1.3807 2.3671 -1.3601  0.0194
H -3.5185 0.4771 2.3240  0.0219
C 1.7740 2.1758 4.8679  -0.0238
C -3.0412 1.1001 -1.5218  -0.3612
C 1.8961 -1.4622 -1.1413  -0.1347
H 2.8096 2.5634 2.2311  0.1428
C 4.6439 -0.4438 -4.6941  0.0319
C 2.4732 -0.0273 -3.5407  0.0671
C 0.5684 -3.2474 -0.2165  0.0401
H 1.2472 2.1601 1.4454  0.1043
C -4.4919 -2.7211 0.0134  -0.1275
H -5.1510 -1.8497 -0.0355  0.0633
C -1.5935 2.9580 0.2565  -0.3700
H -0.7240 -1.4129 2.9000  -0.1574
P -2.2972 -0.9731 1.0399  0.9906
H 1.5174 3.0804 -2.9673  0.0728
C 0.8919 3.0644 -2.0718  -0.1573
H 2.8829 -3.2409 3.3748  0.1183
H 3.0850 0.4307 -2.7488  0.1378
H -4.3441 -2.0423 3.8555  0.0789
C -3.7298 -1.1472 3.7071  -0.1909
Pt 0.3923 0.1821 -1.1786  0.8733
C -1.5908 -3.3946 2.6424  -0.1092
H -2.6221 4.8925 0.4251  0.0899
H 1.2487 2.7803 5.6044  0.1048
H -3.3694 0.4325 -0.7086  0.0199
H 0.2398 4.1766 2.6003  0.0910
H -0.7986 -3.8037 3.2809  0.0835
H 1.5497 -0.7053 -6.1488  0.1252
H 1.6030 1.1256 5.1076  0.0767
C -0.1899 -2.3225 -2.3096  -0.0342
H 1.8985 4.4316 3.2222  0.1095
H -4.1787 -0.3669 4.3097  0.0749
Br -0.8601 0.2920 3.6984  0.4443
C -3.0488 0.3563 -2.8553  -0.1377
H 4.1883 -1.3985 4.5785  0.1158
C 3.2952 0.1533 3.3559  -0.0447
H -2.0563 2.5080 1.1527  0.0796
C -1.1234 -2.0673 2.0634  -0.5409
H -2.7477 -1.3195 4.1295  -0.0178
H 2.9310 -1.0967 -1.1797  0.1168
H -1.1898 3.3562 -2.8681  0.0913
H 0.5236 4.3308 4.3600  0.1059
H -4.6870 -0.7953 1.7678  0.0696
H 2.6815 -3.1554 0.0996  0.1266
H 0.8916 4.0714 -1.6177  0.0849
H 2.8310 2.4334 4.8498  0.1030
H 3.8975 0.9411 3.7691  0.1071
C -3.0110 -2.3181 -0.0441  -0.4210
H -2.4142 -3.2492 -0.0268  0.0438
H -0.8923 -2.2529 -3.1456  0.1253
C 2.2429 0.5116 2.4633  -0.2577
C 1.1336 -0.3206 -3.2616  -0.1465
H 3.0416 -1.2090 -8.0856  0.1296
C -2.4381 4.1061 -0.3187  -0.1204
C 1.8657 -1.8245 2.1780  -0.1629
C -0.5359 2.5760 -2.4420  -0.4187
C 1.8087 -2.7564 -0.3827  -0.0625
H 5.1647 -0.2620 -3.7625  0.1208
C 1.6475 -0.5389 1.7759  0.0494
H -4.7693 -3.3461 0.8633  0.0804
H 1.4013 -2.7176 1.7042  0.0752
H -4.6696 -3.3276 -0.8907  0.0817
C 3.5180 -1.1588 3.7685  -0.0273
C 3.2129 -0.3556 -4.7423  -0.1648
H -0.6093 3.2971 0.5858  0.0471
C -3.7169 -0.6024 2.2714  -0.3890
P -1.3303 1.6822 -1.0285  0.7981
H -0.3209 -2.2090 1.3474  -0.0236
H -1.9395 4.5720 -1.1753  0.0680
C -0.3497 -3.2202 -1.2582  -0.0663
C 0.9587 -1.4345 -2.2866  -0.4108
N 4.7980 -1.0626 -7.0094  0.1141
H -1.7821 -4.0981 1.8305  0.0598
N 1.1474 2.4944 3.5448  -0.2503
C 0.9331 3.9577 3.4219  -0.0019
H -3.7826 1.9243 -1.5340  0.0931
C 2.6386 -0.6916 -6.0026  0.0407
C 3.4695 -0.9988 -7.1000  -0.0840
H -2.8026 1.0317 -3.6745  0.0751
C 1.8930 1.9552 2.3197  -0.0966
H 0.2266 1.9728 3.5327  -0.0861
H -3.4182 3.7553 -0.6679  0.0683
H -1.1773 -3.9225 -1.2588  0.1199
H 0.3754 -0.1384 -4.0584  0.1390
H -2.3430 -0.4733 -2.8730  0.0324
H -2.8495 -1.8184 -1.0120  0.0297
C 5.3816 -0.7970 -5.8274  -0.0776
H -0.4189 1.7750 -3.1893  0.0325
H 6.4766 -0.8594 -5.7875  0.1317
C 2.7865 -2.1930 3.1515  -0.0210
H -2.4985 -3.2554 3.2744  0.0689
H -4.0404 -0.0463 -3.0557  0.0892